1.
Computed, not measured: an isolated molecule of C4H4N2OS, with the ωB97M-V functional and the def2-TZVPD basis.

Each line ends with the Mulliken charge.
Cartesian coordinates (Å):
O: 1.255 -1.847 1.411  -0.495
C: 0.980 -0.691 1.111  0.680
S: 1.595 0.719 2.025  -0.305
N: 0.102 -0.303 0.110  0.484
C: -0.449 0.956 -0.109  0.009
C: -1.067 0.810 -1.285  -0.738
C: -0.961 -0.565 -1.695  -0.057
N: -0.278 -1.249 -0.843  -0.806
H: 1.885 -0.180 3.138  0.202
H: -0.245 1.795 0.619  0.308
H: -1.533 1.638 -1.838  0.330
H: -1.285 -1.084 -2.644  0.388

Calculated values
* energy relative to the best compared isomer or geometry (same formula, charge and spin): 111.5 kJ/mol

2.
Computed, not measured: a 2-piece molecular cluster, CH4NOP overall, with the ωB97M-V functional and the def2-TZVPD basis.

Each line ends with the Mulliken charge.
Cartesian coordinates (Å):
N: -1.568 2.309 -1.496  -0.248
P: -0.177 2.213 -1.937  0.258
C: 0.027 -0.815 0.836  -0.559
O: 0.569 -1.305 -0.398  -0.463
H: 0.187 -1.384 1.712  0.275
H: -1.002 -0.452 0.830  0.255
H: 0.686 0.163 1.010  0.171
H: 1.277 -0.729 -0.556  0.311

Calculated values
* energy relative to the best compared isomer or geometry (same formula, charge and spin): 245.9 kJ/mol

3.
Computed, not measured: C48H57As3BrF13N3OSiTl as an isolated structure, with the ωB97M-V functional and the def2-TZVPD basis.

Each line ends with the Mulliken charge.
Cartesian coordinates (Å):
Tl: -0.817 -0.673 0.411  0.427
C: 1.739 -3.012 -0.244  -0.727
N: 0.409 -3.337 0.235  1.507
C: 0.525 -4.146 1.435  -1.200
C: -0.344 -4.038 -0.795  -1.536
C: -0.884 -3.091 -1.881  -0.580
N: -1.933 -2.260 -1.357  1.385
C: -3.211 -2.505 -1.582  -0.102
C: -4.158 -1.788 -0.791  0.126
F: -3.638 -0.950 0.154  -0.044
C: -5.518 -1.908 -0.920  -0.536
F: -6.339 -1.206 -0.113  -0.418
C: -6.081 -2.750 -1.868  -0.698
C: -5.203 -3.458 -2.670  0.282
F: -5.707 -4.279 -3.615  -0.376
C: -3.834 -3.355 -2.548  0.016
F: -3.088 -4.089 -3.425  -0.423
H: 2.330 -3.922 -0.429  0.343
H: 2.253 -2.392 0.491  0.005
H: 1.664 -2.442 -1.167  -0.391
H: 1.138 -5.041 1.248  0.373
H: -0.460 -4.473 1.761  0.368
H: 0.988 -3.553 2.224  0.007
H: -1.189 -4.543 -0.324  0.389
H: 0.288 -4.803 -1.273  0.306
H: -1.171 -3.707 -2.735  0.707
H: -0.073 -2.424 -2.197  -0.130
H: -7.145 -2.851 -1.976  0.512
C: 2.448 -0.979 3.506  -1.548
As: 2.203 0.146 1.898  0.651
C: 2.303 1.860 2.848  -1.031
C: 4.152 -0.011 1.414  -1.339
C: 4.678 0.685 0.160  3.154
C: 4.172 2.118 0.072  -1.169
C: 4.271 -0.071 -1.116  -2.094
As: 2.438 0.143 -1.863  1.511
C: 2.805 -1.142 -3.335  -1.549
C: 2.749 1.730 -3.010  -1.321
C: 6.220 0.684 0.177  -2.183
As: 7.441 1.344 1.636  0.294
C: 7.344 -0.177 2.898  -0.992
C: 6.422 2.634 2.740  -0.952
H: 3.340 -0.686 4.061  0.493
H: 2.549 -2.030 3.239  0.372
H: 1.587 -0.871 4.159  0.335
H: 3.289 2.046 3.267  0.275
H: 1.578 1.837 3.654  0.403
H: 2.031 2.682 2.196  0.037
H: 4.392 -1.077 1.338  0.527
H: 4.692 0.370 2.282  -0.179
H: 3.081 2.110 0.003  -0.393
H: 4.578 2.600 -0.817  0.409
H: 4.463 2.697 0.944  0.220
H: 4.422 -1.142 -0.946  0.476
H: 4.948 0.219 -1.926  0.681
H: 3.519 -0.717 -4.041  0.490
H: 1.889 -1.373 -3.879  0.255
H: 3.219 -2.073 -2.950  0.483
H: 3.805 1.842 -3.253  0.509
H: 2.394 2.648 -2.546  0.151
H: 2.206 1.602 -3.945  0.390
H: 6.552 1.249 -0.704  0.530
H: 6.572 -0.345 0.021  0.540
H: 7.452 -1.113 2.353  0.307
H: 6.417 -0.205 3.466  0.196
H: 8.172 -0.102 3.603  0.417
H: 6.210 3.549 2.189  0.300
H: 7.061 2.900 3.583  0.432
H: 5.493 2.229 3.135  0.121
F: -3.900 2.143 3.129  -0.323
C: -2.955 1.235 2.849  -0.452
F: -3.000 1.055 1.520  0.330
F: -3.339 0.091 3.419  -0.348
C: -1.499 1.651 3.265  1.285
O: -0.595 0.922 2.669  0.019
C: -1.455 1.580 4.831  0.317
F: -2.565 2.047 5.414  -0.270
F: -1.298 0.325 5.265  -0.140
F: -0.432 2.283 5.329  -0.278
C: -1.428 3.189 2.921  0.183
F: -0.179 3.619 2.765  -0.185
F: -1.988 3.980 3.847  -0.319
F: -2.071 3.454 1.772  -0.194
C: -0.627 5.434 -0.175  -0.707
C: -1.906 5.265 -0.682  -0.846
C: -2.308 4.023 -1.137  -0.843
C: -1.444 2.929 -1.082  0.920
C: -0.161 3.109 -0.562  0.486
C: 0.242 4.355 -0.120  -0.636
Si: -1.967 1.294 -1.869  0.680
C: -0.993 0.986 -3.472  0.800
C: -0.865 -0.284 -4.036  0.134
C: -0.296 -0.454 -5.285  -1.155
C: 0.132 0.649 -6.007  -0.705
C: -0.003 1.919 -5.472  -0.894
C: -0.554 2.086 -4.214  -0.536
C: -3.789 0.951 -2.219  0.909
C: -4.810 1.354 -1.352  -0.079
C: -6.136 1.177 -1.707  -0.831
C: -6.466 0.579 -2.914  -0.650
C: -5.463 0.162 -3.774  -0.708
C: -4.139 0.347 -3.433  -0.350
H: -0.310 6.403 0.182  0.397
H: -2.586 6.102 -0.725  0.435
H: -3.298 3.902 -1.547  0.466
H: 0.514 2.261 -0.496  0.027
H: 1.237 4.487 0.279  0.442
H: -1.234 -1.140 -3.493  0.534
H: -0.208 -1.447 -5.705  0.489
H: 0.557 0.521 -6.992  0.383
H: 0.310 2.786 -6.037  0.421
H: -0.666 3.081 -3.811  0.344
H: -4.568 1.799 -0.398  0.362
H: -6.920 1.494 -1.037  0.481
H: -7.502 0.437 -3.186  0.436
H: -5.707 -0.304 -4.716  0.458
H: -3.364 0.040 -4.117  0.327
Br: -2.832 -4.848 6.005  -0.166
C: -2.435 -3.766 4.497  -0.470
C: -3.072 -3.996 3.289  -0.828
C: -2.730 -3.192 2.214  -0.749
N: -1.823 -2.234 2.294  1.126
C: -1.221 -2.021 3.453  0.228
C: -1.488 -2.761 4.593  -0.899
H: -3.800 -4.781 3.183  0.517
H: -3.197 -3.335 1.251  0.277
H: -0.509 -1.208 3.462  -0.019
H: -0.978 -2.548 5.517  0.564

4.
Computed, not measured: a 10-piece molecular cluster, C26H48O22 overall, with the ωB97M-V functional and the def2-TZVPD basis.

Each line ends with the Mulliken charge.
Cartesian coordinates (Å):
O: 17.377 -12.139 13.336  -0.467
C: 17.161 -13.111 13.986  0.499
O: 16.451 -14.169 13.509  -0.051
C: 16.432 -15.175 14.530  -0.262
C: 17.399 -14.678 15.571  -0.474
O: 17.564 -13.285 15.239  -0.387
H: 15.419 -15.336 14.893  0.357
H: 16.837 -16.087 14.086  0.145
H: 18.375 -15.154 15.588  0.296
H: 16.921 -14.751 16.548  0.310
O: 18.560 -18.998 10.661  -0.557
C: 17.530 -18.473 10.949  0.568
O: 16.516 -19.038 11.574  -0.352
C: 15.423 -18.152 11.573  -0.312
C: 15.854 -17.024 10.649  0.388
O: 17.283 -17.158 10.664  -0.222
H: 14.478 -18.637 11.324  0.296
H: 15.192 -17.701 12.547  0.225
H: 15.559 -16.045 11.026  -0.221
H: 15.452 -17.101 9.638  0.192
O: 19.355 -15.173 12.434  -0.564
C: 19.396 -14.243 11.676  0.656
O: 18.801 -14.161 10.518  -0.254
C: 19.161 -12.940 9.898  0.460
C: 19.577 -12.063 11.096  -0.148
O: 20.004 -13.061 12.026  -0.376
H: 20.045 -12.885 9.263  0.292
H: 18.346 -12.412 9.410  -0.424
H: 18.749 -11.466 11.473  0.017
H: 20.442 -11.507 10.742  0.411
O: 15.001 -5.019 4.820  -0.538
C: 15.519 -6.079 4.975  0.609
O: 16.550 -6.560 4.278  -0.360
C: 16.916 -7.846 4.728  -0.217
C: 16.110 -8.012 6.025  0.335
O: 15.186 -6.934 5.963  -0.358
H: 16.581 -8.568 3.969  0.257
H: 17.990 -8.034 4.725  0.209
H: 16.724 -7.752 6.896  0.159
H: 15.830 -9.049 6.188  -0.046
O: 16.011 -11.013 7.220  -0.572
C: 15.565 -11.379 8.260  0.456
O: 14.605 -10.750 8.953  -0.382
C: 14.438 -11.512 10.217  0.481
C: 15.812 -12.123 10.384  0.258
O: 16.025 -12.405 8.997  -0.278
H: 14.135 -10.800 10.977  0.038
H: 13.690 -12.263 9.985  -0.179
H: 15.816 -13.078 10.911  -0.118
H: 16.656 -11.583 10.811  0.130
O: 10.375 -12.627 11.685  -0.585
C: 10.141 -12.142 10.603  0.546
O: 11.094 -12.156 9.660  -0.102
C: 10.758 -11.206 8.599  0.026
C: 9.381 -10.681 9.098  -0.402
O: 9.114 -11.372 10.304  -0.348
H: 11.531 -10.446 8.515  0.228
H: 10.693 -11.766 7.672  0.082
H: 8.682 -10.974 8.311  0.290
H: 9.306 -9.597 9.128  0.304
C: 11.707 -15.823 10.529  -1.258
C: 12.752 -15.324 9.521  0.647
O: 13.415 -16.324 8.753  -0.523
H: 11.427 -14.954 11.130  0.284
H: 12.093 -16.573 11.223  0.346
H: 10.815 -16.129 9.986  0.403
H: 13.550 -14.690 9.902  -0.452
H: 12.079 -14.798 8.830  0.207
H: 12.873 -17.116 8.684  0.297
C: 13.310 -12.600 5.518  -0.430
C: 12.112 -12.368 4.615  -0.467
O: 11.263 -11.419 5.271  -0.488
H: 12.952 -13.189 6.368  -0.076
H: 13.828 -11.692 5.813  0.056
H: 14.070 -13.259 5.091  0.478
H: 11.585 -13.297 4.389  0.302
H: 12.424 -11.964 3.648  0.384
H: 10.615 -11.088 4.643  0.277
C: 15.402 -9.790 13.598  -0.352
C: 14.124 -9.002 13.882  -0.584
O: 14.133 -7.705 13.253  -0.535
H: 15.446 -10.670 14.237  0.143
H: 16.367 -9.282 13.620  0.434
H: 15.370 -10.099 12.550  -0.087
H: 14.029 -8.776 14.950  0.390
H: 13.251 -9.557 13.546  0.293
H: 14.818 -7.232 13.736  0.304
C: 19.095 -11.385 6.537  -0.557
C: 19.203 -11.302 5.036  -0.440
O: 20.110 -12.244 4.514  -0.545
H: 18.796 -12.360 6.928  0.160
H: 18.431 -10.658 7.007  0.192
H: 20.081 -11.176 6.967  0.401
H: 19.624 -10.323 4.750  0.157
H: 18.208 -11.223 4.575  0.333
H: 19.601 -12.982 4.160  0.340

E_LUMO? In order: 0.3, -0.3, -1.9, 0.2 eV.
Energy? In order: -737.7270, -511.7705, -13144.2862, -2674.7246 Eh.